No. 1
Below is a cluster of 2 separate species, C3H9N3OS in total at a distorted geometry, with properties calculated with the ωB97M-V functional and the def2-TZVPD basis.

Positions of all 17 atoms, in Å:
C (0.239, 1.294, -0.766)
C (-1.135, -0.617, -0.299)
C (0.329, 0.119, 1.317)
N (1.066, -1.531, -0.930)
N (-0.303, 0.422, 0.040)
N (1.749, -0.657, -1.558)
O (1.772, -0.420, -2.722)
S (-2.312, -0.548, -1.705)
H (-0.244, 1.419, -1.769)
H (1.039, 1.933, -0.405)
H (-1.554, -1.182, 0.622)
H (-0.415, -0.364, 2.004)
H (1.270, -0.522, 1.088)
H (0.712, 1.147, 1.690)
H (0.683, -2.149, -1.697)
H (2.160, 0.035, -0.879)
H (-1.494, -0.684, -2.777)

Results
LUMO = 0.750 eV
HOMO energy = -7.2 eV
Orbital gap = 0.292 Eh
Relative energy (zero: lowest compared OMol25 entry of this formula, charge and spin) = 593.2 kJ/mol

Here are the natural (NBO) charges for atoms 1 to 4, given in e: -0.31 -0.28 -0.42 -0.48



No. 2
Below is a structure of composition C28H35AsGeMnN8O6PS, with properties calculated with the ωB97M-V functional and the def2-TZVPD basis.

Positions of all 82 atoms, in Å:
Mn (0.921, 1.053, -0.177)
C (-4.056, 2.872, -2.675)
N (-3.198, 1.741, -2.409)
C (-2.734, 0.838, -3.335)
C (-1.935, -0.036, -2.658)
N (-1.900, 0.306, -1.337)
C (-2.647, 1.373, -1.216)
P (-2.716, 2.364, 0.302)
C (-1.888, 1.200, 1.426)
N (-0.635, 0.782, 1.399)
C (-0.488, -0.132, 2.401)
C (-1.679, -0.274, 3.049)
N (-2.560, 0.577, 2.434)
C (-3.972, 0.685, 2.747)
C (-1.327, 3.465, -0.146)
N (-0.102, 3.080, -0.447)
C (0.560, 4.175, -0.920)
C (-0.277, 5.252, -0.893)
N (-1.472, 4.797, -0.396)
C (-2.670, 5.600, -0.231)
H (-4.241, 2.924, -3.745)
H (-5.011, 2.777, -2.157)
H (-3.576, 3.805, -2.373)
H (-2.984, 0.923, -4.378)
H (-1.339, -0.839, -3.054)
H (0.446, -0.662, 2.541)
H (-1.983, -0.907, 3.864)
H (-4.127, 0.341, 3.766)
H (-4.294, 1.721, 2.668)
H (-4.566, 0.072, 2.069)
H (1.579, 4.105, -1.264)
H (-0.141, 6.280, -1.180)
H (-2.381, 6.648, -0.202)
H (-3.366, 5.449, -1.056)
H (-3.167, 5.344, 0.702)
O (0.781, -0.501, -4.468)
As (1.868, -0.316, -3.028)
O (3.181, 0.405, -3.708)
O (0.957, 0.815, -2.110)
C (1.959, -2.040, -2.292)
C (2.771, -2.824, -3.191)
C (3.126, -4.126, -3.310)
C (2.646, -5.282, -2.484)
C (1.722, -3.957, -0.516)
C (1.611, -2.426, -0.889)
S (2.684, -1.610, 0.367)
O (4.047, -2.051, 0.213)
O (2.100, -1.889, 1.692)
O (2.558, -0.143, 0.108)
H (1.239, 0.025, -5.135)
H (3.203, -2.224, -3.993)
H (3.799, -4.366, -4.127)
H (2.394, -6.122, -3.147)
H (2.690, -4.212, -0.085)
C (1.419, -4.935, -1.654)
Ge (0.117, -3.803, 0.637)
C (-1.351, -5.012, 0.106)
C (0.121, -3.866, 2.601)
C (0.137, -2.156, -0.431)
H (1.011, -5.858, -1.225)
H (3.422, -5.673, -1.806)
H (0.645, -4.526, -2.313)
H (-1.115, -6.053, 0.335)
H (-1.554, -4.934, -0.962)
H (-2.256, -4.744, 0.656)
H (-0.389, -4.771, 2.943)
H (-0.406, -3.003, 3.009)
H (1.139, -3.843, 2.979)
H (-0.107, -1.180, -0.029)
H (-0.496, -2.316, -1.304)
N (3.084, 3.576, 6.836)
C (2.842, 3.262, 5.758)
C (2.542, 2.873, 4.406)
C (1.668, 3.642, 3.642)
C (1.399, 3.226, 2.354)
N (1.938, 2.134, 1.808)
C (2.781, 1.408, 2.541)
C (3.109, 1.738, 3.850)
H (1.212, 4.534, 4.047)
H (0.713, 3.782, 1.728)
H (3.178, 0.526, 2.060)
H (3.787, 1.112, 4.413)

Results
LUMO (spin up / spin down) = 1.441 / 1.430 eV
HOMO energy (spin up / spin down) = -2.0 / -2.0 eV
Multiplicity = 6
Orbital gap (spin up / spin down) = 0.127 / 0.126 Eh
Total charge = -1
<S²> = 8.754

Here are the Mulliken charges for atoms 1 to 4, given in e: 2.08 -0.77 0.25 -0.71



No. 3
Below is a cluster of 2 separate species, C27H58N3O5S in total at a distorted geometry, with properties calculated with the ωB97M-V functional and the def2-TZVPD basis.

Positions of all 94 atoms, in Å:
C (-4.613, -0.637, 6.428)
C (-3.162, -1.010, 6.087)
C (-3.052, -2.039, 4.952)
C (-3.099, -1.394, 3.549)
C (-4.508, -1.250, 2.956)
C (-4.599, -0.088, 1.939)
C (-5.570, 1.021, 2.339)
C (-5.042, 2.014, 3.388)
C (-4.474, 3.318, 2.789)
C (-3.390, 3.048, 1.759)
C (-2.546, 4.262, 1.378)
C (-1.798, 4.057, 0.055)
C (-0.966, 2.785, -0.011)
C (-0.429, 2.487, -1.434)
C (-1.172, 1.350, -2.142)
C (-0.314, 0.725, -3.257)
C (-0.770, -0.683, -3.640)
C (-0.263, -1.805, -2.723)
C (1.155, -1.610, -2.172)
C (1.895, -2.929, -1.946)
N (3.405, -2.797, -1.878)
C (4.119, -3.793, -2.717)
C (5.586, -3.392, -2.936)
C (5.577, -1.914, -3.313)
C (3.878, -2.606, -0.641)
N (4.532, -3.585, 0.030)
N (3.729, -1.418, 0.034)
C (3.590, -0.136, -0.744)
C (4.650, 0.877, -0.314)
C (4.804, 1.894, -1.436)
O (4.278, 1.544, 0.899)
H (-4.981, 0.088, 5.704)
H (-5.249, -1.516, 6.334)
H (-4.692, -0.218, 7.428)
H (-2.659, -1.391, 6.976)
H (-2.629, -0.105, 5.791)
H (-3.875, -2.753, 5.013)
H (-2.104, -2.567, 5.052)
H (-2.483, -1.995, 2.877)
H (-2.608, -0.421, 3.610)
H (-5.258, -1.175, 3.741)
H (-4.710, -2.169, 2.405)
H (-4.940, -0.497, 0.986)
H (-3.596, 0.292, 1.752)
H (-6.477, 0.561, 2.734)
H (-5.861, 1.568, 1.440)
H (-5.891, 2.313, 4.005)
H (-4.266, 1.584, 4.023)
H (-4.058, 3.884, 3.625)
H (-5.300, 3.895, 2.367)
H (-3.792, 2.599, 0.848)
H (-2.728, 2.289, 2.185)
H (-3.229, 5.110, 1.262)
H (-1.849, 4.538, 2.170)
H (-1.113, 4.902, -0.058)
H (-2.494, 4.134, -0.783)
H (-0.109, 2.895, 0.659)
H (-1.522, 1.904, 0.310)
H (-0.464, 3.393, -2.038)
H (0.622, 2.215, -1.327)
H (-2.043, 1.798, -2.629)
H (-1.536, 0.601, -1.432)
H (0.743, 0.799, -3.022)
H (-0.446, 1.344, -4.143)
H (-0.539, -0.856, -4.688)
H (-1.863, -0.686, -3.559)
H (-0.959, -1.995, -1.904)
H (-0.255, -2.732, -3.308)
H (1.064, -1.123, -1.198)
H (1.774, -0.980, -2.814)
H (1.572, -3.384, -1.005)
H (1.690, -3.644, -2.737)
H (3.648, -3.762, -3.697)
H (4.048, -4.823, -2.357)
H (5.995, -4.023, -3.723)
H (6.204, -3.545, -2.049)
H (4.576, -1.501, -3.364)
H (5.977, -1.762, -4.313)
H (6.196, -1.295, -2.662)
H (5.451, -3.446, 0.408)
H (4.136, -4.502, 0.138)
H (2.924, -1.533, 0.645)
H (2.606, 0.284, -0.529)
H (3.651, -0.259, -1.829)
H (5.578, 0.327, -0.145)
H (5.444, 2.714, -1.117)
H (5.162, 1.427, -2.353)
H (3.815, 2.291, -1.667)
H (3.339, 1.427, 1.037)
O (4.645, -0.435, -5.840)
S (3.782, 0.652, -5.295)
O (3.908, 0.601, -3.778)
O (2.364, 0.398, -5.656)
O (4.232, 1.970, -5.783)

Results
LUMO = 1.154 eV
HOMO energy = -2.7 eV
Orbital gap = 0.142 Eh
Total charge = -1

Here are the Mulliken charges for atoms 1 to 4, given in e: -0.93 -0.39 -0.91 -0.42



No. 4
Below is the ion C7H12N with charge +1 at a distorted geometry, with properties calculated with the ωB97M-V functional and the def2-TZVPD basis.

Positions of all 20 atoms, in Å:
C (-1.222, -0.192, 0.155)
C (-0.841, 1.030, -0.270)
C (-2.254, -0.356, 1.038)
C (-1.045, 2.187, -0.832)
C (-0.620, -1.226, -0.808)
C (0.808, -1.327, -0.399)
C (2.209, 0.379, 1.041)
N (1.401, -0.046, -0.102)
H (-2.812, -1.349, 1.088)
H (-2.634, 0.334, 1.805)
H (-0.443, 3.066, -1.164)
H (-2.055, 2.310, -1.254)
H (-1.115, -2.311, -0.674)
H (-0.616, -0.782, -1.845)
H (1.118, -1.937, 0.568)
H (1.452, -1.734, -1.249)
H (3.249, 0.778, 0.663)
H (1.560, 1.121, 1.497)
H (2.251, -0.490, 1.695)
H (1.608, 0.544, -0.953)

Results
LUMO (spin up / spin down) = -5.792 / -5.791 eV
HOMO energy (spin up / spin down) = -12.9 / -12.9 eV
Orbital gap (spin up / spin down) = 0.262 / 0.262 Eh
Relative energy (zero: lowest compared OMol25 entry of this formula, charge and spin) = 476.3 kJ/mol
Total charge = +1

Here are the natural (NBO) charges for atoms 1 to 4, given in e: -0.22 0.37 -0.12 -0.48



No. 5
Below is a structure of composition C27H72F6N8O11S2 at a distorted geometry, with properties calculated with the ωB97M-V functional and the def2-TZVPD basis.

Positions of all 126 atoms, in Å:
C (1.517, 0.020, 1.384)
F (1.766, 0.700, 2.505)
F (1.916, 0.769, 0.357)
F (2.148, -1.140, 1.403)
S (-0.332, -0.342, 1.302)
O (-0.507, -1.386, 2.270)
O (-1.038, 0.872, 1.608)
N (-0.496, -0.939, -0.237)
S (-1.152, 0.057, -1.319)
O (-2.593, -0.002, -1.383)
O (-0.528, 1.345, -1.467)
C (-0.609, -0.797, -2.919)
F (-1.299, -1.918, -3.127)
F (-0.814, 0.034, -3.923)
F (0.701, -1.106, -2.854)
C (-0.063, 4.052, 2.596)
C (-0.408, 3.287, 3.868)
C (0.663, 3.201, 4.925)
O (0.038, 2.673, 6.076)
C (0.919, 2.593, 7.199)
N (-1.649, 3.888, 4.535)
H (-1.975, 3.273, 5.288)
H (-1.460, 4.794, 4.978)
H (-2.440, 3.953, 3.894)
H (0.138, 5.074, 2.925)
H (-0.858, 3.956, 1.863)
H (0.843, 3.609, 2.188)
H (-0.800, 2.295, 3.636)
H (1.229, 4.135, 5.029)
H (1.384, 2.414, 4.656)
H (1.149, 3.593, 7.577)
H (1.864, 2.148, 6.869)
H (0.496, 2.029, 8.022)
C (-4.772, -3.871, 4.831)
C (-4.127, -2.586, 4.413)
C (-3.285, -2.000, 5.558)
O (-2.128, -1.331, 5.022)
C (-1.166, -1.019, 6.054)
N (-3.130, -2.732, 3.223)
H (-3.664, -2.534, 2.384)
H (-2.466, -1.972, 3.511)
H (-2.703, -3.652, 3.161)
H (-5.339, -3.760, 5.756)
H (-4.117, -4.733, 4.976)
H (-5.495, -4.198, 4.077)
H (-4.840, -1.856, 4.036)
H (-2.821, -2.841, 6.080)
H (-3.924, -1.375, 6.179)
H (-0.715, -0.079, 5.735)
H (-0.430, -1.814, 6.150)
H (-1.672, -0.785, 6.989)
C (5.060, 2.141, 2.161)
C (6.449, 2.243, 2.807)
C (7.315, 1.052, 2.492)
O (8.474, 1.194, 3.250)
C (9.589, 0.422, 2.838)
N (7.268, 3.457, 2.356)
H (7.694, 3.203, 1.464)
H (6.768, 4.349, 2.363)
H (7.996, 3.609, 3.067)
H (4.302, 2.669, 2.745)
H (4.696, 1.118, 2.248)
H (5.051, 2.527, 1.141)
H (6.317, 2.445, 3.869)
H (7.487, 1.007, 1.400)
H (6.815, 0.108, 2.747)
H (10.318, 0.383, 3.645)
H (10.100, 0.803, 1.953)
H (9.304, -0.627, 2.709)
C (-1.352, -0.653, -7.216)
C (-1.730, -2.035, -7.689)
C (-2.221, -3.063, -6.707)
O (-2.971, -4.010, -7.357)
C (-3.545, -4.959, -6.471)
N (-2.701, -1.946, -8.906)
H (-2.261, -1.544, -9.733)
H (-3.027, -2.911, -9.066)
H (-3.550, -1.447, -8.631)
H (-2.160, -0.025, -6.842)
H (-0.686, -0.092, -7.867)
H (-0.721, -0.840, -6.335)
H (-0.903, -2.476, -8.252)
H (-2.681, -2.623, -5.812)
H (-1.273, -3.494, -6.336)
H (-4.305, -4.552, -5.792)
H (-2.752, -5.452, -5.903)
H (-4.105, -5.686, -7.056)
C (-6.496, 0.853, -3.533)
C (-5.450, 1.606, -2.777)
O (-4.564, 2.233, -3.220)
N (-5.613, 1.486, -1.242)
H (-6.570, 1.791, -1.038)
H (-5.525, 0.503, -0.975)
C (-4.592, 2.313, -0.527)
H (-6.520, -0.191, -3.226)
H (-6.376, 1.005, -4.601)
H (-7.464, 1.340, -3.352)
H (-4.856, 3.345, -0.747)
H (-3.576, 2.093, -0.821)
H (-4.692, 2.158, 0.545)
C (3.445, 3.668, -2.641)
C (2.330, 2.943, -3.306)
O (1.174, 3.059, -3.095)
N (2.717, 1.697, -4.132)
H (3.725, 1.701, -4.311)
H (2.455, 0.834, -3.654)
C (2.043, 1.704, -5.480)
H (3.798, 2.992, -1.853)
H (3.075, 4.576, -2.178)
H (4.271, 3.881, -3.321)
H (2.449, 2.446, -6.163)
H (0.996, 1.955, -5.324)
H (2.147, 0.708, -5.899)
C (2.500, -3.564, -0.984)
C (1.431, -4.196, -0.145)
O (1.567, -4.900, 0.777)
N (-0.007, -3.733, -0.503)
H (-0.108, -2.670, -0.500)
H (-0.151, -3.871, -1.509)
C (-1.015, -4.392, 0.389)
H (3.297, -4.268, -1.192)
H (2.832, -2.688, -0.420)
H (2.054, -3.117, -1.876)
H (-1.896, -3.757, 0.313)
H (-0.637, -4.461, 1.400)
H (-1.213, -5.376, -0.025)

Results
LUMO = -11.913 eV
HOMO energy = -20.6 eV
Orbital gap = 0.320 Eh
Total charge = +6

Here are the Mulliken charges for atoms 1 to 4, given in e: 0.53 -0.15 -0.18 -0.22



No. 6
Below is a structure of composition C3H4BrN at a distorted geometry, with properties calculated with the ωB97M-V functional and the def2-TZVPD basis.

Positions of all 9 atoms, in Å:
C (-0.572, -1.500, -0.273)
C (-0.659, -0.094, -0.558)
C (0.654, 0.885, 0.542)
N (-0.846, -2.461, 0.311)
Br (2.416, 0.390, -0.094)
H (-0.438, 0.186, -1.529)
H (-1.488, 0.373, -0.118)
H (0.586, 0.391, 1.448)
H (0.346, 1.831, 0.271)

Results
LUMO = 0.502 eV
HOMO energy = -10.0 eV
Orbital gap = 0.385 Eh
Relative energy (zero: lowest compared OMol25 entry of this formula, charge and spin) = 161.3 kJ/mol

Here are the natural (NBO) charges for atoms 1 to 4, given in e: 0.24 -0.48 -0.38 -0.29